The following is a DFT calculation (wB97M-V/def2-TZVPD) of a cluster of 6 separate species, C18H33O12 in total.

Cartesian coordinates (Å):
C  6.0044  -0.5492  -0.0010
C  5.0955  -0.1620  -1.1360
O  5.3215  0.9763  -1.9192
H  7.0056  -0.5406  -0.4391
H  5.5847  -1.4395  0.4712
H  6.2289  0.1048  0.8444
H  4.1133  0.0372  -0.6974
H  5.0076  -1.0390  -1.7855
C  -3.0688  1.4349  1.7181
C  -2.4403  2.4504  2.6770
O  -2.5955  3.8147  2.2873
H  -4.0289  1.7156  1.2850
H  -3.0577  0.4728  2.2388
H  -2.3975  1.1371  0.9111
H  -1.4310  2.0376  2.7662
H  -2.9561  2.3642  3.6384
C  0.0999  0.3966  -1.6387
C  0.6792  1.1060  -0.4098
O  1.2303  2.3631  -0.6656
H  0.9101  0.2219  -2.3490
H  -0.7630  0.8634  -2.1166
H  -0.2934  -0.6118  -1.4780
H  1.4551  0.5170  0.0885
H  -0.2044  1.0604  0.2364
C  -1.1465  -3.6706  -0.0387
C  -2.0923  -3.5986  1.0914
C  -3.1989  -4.5054  1.0613
O  -3.2608  -5.1581  2.2873
C  -2.0772  -4.9480  2.8636
O  -1.6480  -5.6241  3.8303
O  -1.3492  -4.0550  2.1866
H  -1.6236  -3.4774  -0.9998
H  -0.5559  -4.5853  -0.1004
H  -0.3711  -2.9162  0.0975
H  -2.2744  -2.5447  1.3064
H  -3.0006  -5.2767  0.3140
H  -4.1200  -4.0543  0.6916
C  2.4246  -1.2375  2.7663
C  2.7382  0.2374  2.9117
C  3.6884  0.6823  4.0231
O  4.2519  1.8617  3.5022
C  4.1200  1.7607  2.1917
O  4.5776  2.5308  1.3445
O  3.4622  0.7192  1.8360
H  3.2308  -1.9610  2.8882
H  2.0189  -1.3811  1.7645
H  1.6365  -1.4864  3.4780
H  1.8497  0.8710  2.9032
H  4.4512  -0.0235  4.3533
H  3.0084  0.8853  4.8517
C  -4.0304  2.4966  -5.8140
C  -3.1644  1.9559  -4.7090
C  -1.9754  2.8746  -4.3453
O  -2.0569  3.2237  -2.9923
C  -2.9944  2.4603  -2.4179
O  -3.3415  2.4342  -1.2554
O  -3.7337  1.8005  -3.4270
H  -3.7400  2.2179  -6.8274
H  -4.1383  3.5814  -5.8336
H  -5.0352  2.0783  -5.7368
H  -2.8191  0.9537  -4.9662
H  -2.1347  3.7850  -4.9241
H  -1.0753  2.3612  -4.6828

For the HOMO energy, the calculation gives 2.76 eV. The calculation puts the orbital gap at 2.48 eV. As for the energy: -1608.1398 a.u. The net charge is -3.



The following is a DFT calculation (wB97M-V/def2-TZVPD) of a structure of composition C26H69CaF6N9O13P4S2.

Cartesian coordinates (Å):
Ca  -13.5788  -11.5634  -7.1763
C  -11.4919  -9.0057  -10.8097
F  -10.5505  -8.1686  -11.2195
F  -12.6237  -8.3343  -10.5663
F  -11.7452  -9.8930  -11.7754
S  -10.9977  -9.9039  -9.2466
O  -12.2040  -10.6776  -8.9592
O  -9.8826  -10.7268  -9.6648
O  -10.7388  -8.8711  -8.2706
C  -16.9665  -12.2480  -3.9541
F  -17.6341  -13.0317  -3.1262
F  -17.6857  -12.0094  -5.0488
F  -16.7454  -11.0812  -3.3349
S  -15.3467  -12.9978  -4.4575
O  -14.4681  -12.9213  -3.3170
O  -15.6347  -14.3550  -4.8632
O  -14.9515  -12.1886  -5.6266
O  -13.0097  -13.6571  -8.1118
P  -12.5356  -14.5649  -9.1904
N  -12.7172  -13.9503  -10.7273
C  -12.1253  -14.4728  -11.9355
C  -13.6052  -12.8235  -10.9467
N  -13.3560  -16.0080  -9.1256
C  -14.4231  -16.3186  -8.1800
C  -13.0608  -17.0958  -10.0432
N  -10.9392  -14.9715  -9.1536
C  -9.9214  -14.0500  -9.6498
C  -10.4784  -15.8718  -8.0894
H  -12.8419  -15.0581  -12.5173
H  -11.2267  -15.0438  -11.6980
H  -11.7070  -13.6814  -12.5662
H  -13.8539  -12.2748  -10.0451
H  -14.4693  -13.2121  -11.5126
H  -13.1714  -12.0869  -11.6354
H  -15.3418  -16.5623  -8.7279
H  -14.1794  -17.2771  -7.7041
H  -14.5522  -15.4987  -7.4809
H  -12.8297  -17.9705  -9.4259
H  -13.8628  -17.2830  -10.7601
H  -12.1432  -16.8764  -10.5898
H  -9.0350  -14.6424  -9.8710
H  -10.2775  -13.4375  -10.4770
H  -9.6994  -13.2370  -8.9494
H  -9.9120  -16.6657  -8.5797
H  -11.3247  -16.3022  -7.5605
H  -9.8596  -15.3224  -7.3784
O  -11.7989  -11.5113  -5.7283
P  -10.8778  -12.0132  -4.6845
N  -9.2873  -11.6378  -5.0240
C  -8.9914  -10.2255  -5.1616
C  -8.6594  -12.4578  -6.0487
N  -10.8209  -13.6597  -4.4886
C  -11.9835  -14.4478  -4.8779
C  -9.8927  -14.3427  -3.6294
N  -11.1538  -11.3207  -3.1849
C  -12.2121  -10.3143  -3.1087
C  -10.3031  -11.5154  -2.0478
H  -9.1818  -9.6014  -4.2885
H  -9.5040  -9.8053  -6.0386
H  -7.9475  -10.0037  -5.4061
H  -9.1535  -12.4292  -7.0310
H  -8.6137  -13.5062  -5.7649
H  -7.6752  -12.0642  -6.3087
H  -11.7409  -15.1212  -5.7038
H  -12.3166  -15.0407  -4.0217
H  -12.8360  -13.8507  -5.1838
H  -9.0908  -13.7028  -3.2730
H  -10.3100  -14.8833  -2.7697
H  -9.4630  -15.1902  -4.1860
H  -13.0804  -10.8332  -2.6804
H  -12.0070  -9.5306  -2.3719
H  -12.5268  -9.8266  -4.0277
H  -10.3194  -12.5404  -1.6718
H  -10.5912  -10.9324  -1.1688
H  -9.2716  -11.1814  -2.2127
O  -15.5578  -10.9989  -8.3354
P  -16.8581  -11.0553  -9.0439
N  -16.9192  -10.0951  -10.4122
C  -17.4606  -8.7442  -10.3547
C  -16.0242  -10.3922  -11.5224
N  -18.1388  -10.4769  -8.1359
C  -17.8511  -9.5819  -7.0123
C  -19.5016  -10.5110  -8.5964
N  -17.2023  -12.6068  -9.4629
C  -18.1470  -13.0879  -10.4578
C  -16.6724  -13.6480  -8.5875
H  -16.9853  -8.1767  -11.1503
H  -17.3623  -8.3383  -9.3508
H  -18.5403  -8.7010  -10.5528
H  -16.6595  -10.6793  -12.3734
H  -15.2636  -11.1515  -11.3906
H  -15.5088  -9.4815  -11.8416
H  -16.7654  -9.4672  -6.9563
H  -18.0938  -8.5407  -7.2754
H  -18.3347  -9.9353  -6.1086
H  -20.0453  -9.5627  -8.6197
H  -19.5053  -10.9327  -9.6036
H  -20.1430  -11.1758  -8.0051
H  -19.1696  -13.1440  -10.0731
H  -18.0516  -12.5004  -11.3717
H  -17.8508  -14.1050  -10.7253
H  -16.3458  -13.3088  -7.6038
H  -15.7671  -14.0635  -9.0456
H  -17.3463  -14.4865  -8.4065
C  -11.7276  -5.1550  -6.0007
C  -11.7198  -6.6778  -6.1633
O  -12.9100  -7.1898  -5.5661
P  -14.0453  -7.9563  -6.3513
O  -13.7424  -9.3557  -6.6729
O  -14.3562  -7.0721  -7.6233
C  -15.0056  -5.7955  -7.5045
C  -16.4112  -5.8513  -8.0475
O  -15.2984  -7.7303  -5.4259
C  -15.2607  -8.0462  -4.0106
C  -16.6901  -7.9542  -3.5166
H  -11.6129  -4.9506  -4.9362
H  -10.9003  -4.6884  -6.5475
H  -12.5450  -4.6115  -6.4764
H  -11.6757  -6.8549  -7.2330
H  -10.8030  -7.0722  -5.7374
H  -14.9900  -5.4841  -6.4572
H  -14.4252  -5.0359  -8.0292
H  -16.3922  -6.0286  -9.1238
H  -17.0484  -6.6142  -7.6055
H  -16.8765  -4.8729  -7.9051
H  -14.8294  -9.0224  -3.7965
H  -14.7090  -7.2076  -3.5875
H  -17.4466  -8.6037  -3.9472
H  -16.7485  -8.0456  -2.4281
H  -17.0183  -6.9170  -3.6443

For the HOMO energy, the calculation gives -8.36 eV. The calculation puts the orbital gap at 8.94 eV. As for the energy: -5942.1303 a.u. The net charge is 0.



The following is a DFT calculation (wB97M-V/def2-TZVPD) of a structure of composition C31H50AuBN12P.

Cartesian coordinates (Å):
Au  -0.5091  -0.2772  0.1195
C  -2.0438  -3.3380  0.1166
C  -1.5931  -2.8124  -1.2041
C  -1.6284  -3.3983  -2.4665
C  -1.0820  -2.4622  -3.3266
N  -0.7355  -1.3791  -2.6227
N  -1.0639  -1.5900  -1.3339
B  -0.0131  -0.0936  -3.1279
N  -0.8355  1.1434  -2.6535
C  -1.0647  2.2563  -3.3567
C  -1.9542  3.0424  -2.6537
C  -2.2478  2.3119  -1.5008
C  -3.2736  2.6382  -0.4687
N  -1.5584  1.1637  -1.5025
N  1.3938  -0.0196  -2.4691
C  2.5983  0.3563  -2.9278
C  3.5046  0.2901  -1.8922
C  2.7574  -0.1256  -0.7866
C  3.2334  -0.4586  0.5836
N  1.4785  -0.2668  -1.1429
N  0.0616  -0.1629  -4.6188
C  0.9726  -0.7565  -5.4416
C  0.4386  -0.7952  -6.6972
C  -0.8419  -0.2130  -6.5666
C  -1.8761  -0.0126  -7.6321
N  -1.0762  0.1492  -5.3196
H  -2.5121  -4.3109  -0.0084
H  -1.2017  -3.4571  0.8019
H  -2.7729  -2.6689  0.5773
H  -2.0181  -4.3690  -2.7192
H  -0.9333  -2.4916  -4.3939
H  -0.6349  2.3901  -4.3351
H  -2.3982  3.9715  -2.9700
H  -4.0725  3.2223  -0.9220
H  -3.7114  1.7313  -0.0512
H  -2.8637  3.2410  0.3425
H  2.7395  0.6372  -3.9564
H  4.5642  0.4766  -1.9354
H  4.0150  -1.2171  0.5435
H  3.6538  0.4152  1.0831
H  2.4114  -0.8602  1.1723
H  1.9073  -1.1459  -5.0784
H  0.8944  -1.1857  -7.5914
H  -1.4411  -0.1326  -8.6219
H  -2.6827  -0.7386  -7.5278
H  -2.3160  0.9806  -7.5614
N  -0.0866  0.4546  1.9154
P  -0.2261  1.6397  2.9610
N  1.0010  1.6718  4.0207
C  1.1278  2.7082  5.0692
C  2.4052  3.5253  4.8871
C  3.6265  2.6155  4.8069
C  3.4516  1.5951  3.6863
C  2.1816  0.7863  3.9026
N  -0.1030  3.1719  2.1294
C  0.6190  3.2115  0.8596
C  1.1396  4.5982  0.5497
C  0.0010  5.6233  0.4991
C  -0.9992  5.4261  1.6545
C  -0.4965  4.4421  2.7156
N  -1.6165  1.7202  3.7537
C  -1.8426  1.0745  5.0702
C  -2.7500  1.9658  5.9058
C  -4.0640  2.2559  5.1799
C  -3.8075  2.8372  3.7886
C  -2.8785  1.9268  3.0003
H  1.1636  2.1852  6.0289
H  0.2357  3.3321  5.0748
H  2.4878  4.2255  5.7187
H  2.3416  4.1162  3.9672
H  3.7475  2.0890  5.7586
H  4.5297  3.2049  4.6550
H  4.3003  0.9125  3.6384
H  3.3905  2.1113  2.7205
H  2.2473  0.2312  4.8431
H  2.0021  0.0698  3.1119
H  -0.0856  2.8657  0.0834
H  1.4086  2.4523  0.8897
H  1.6560  4.5566  -0.4083
H  1.8862  4.8784  1.2992
H  -0.5219  5.5293  -0.4529
H  0.4240  6.6255  0.5255
H  -1.9597  5.0667  1.2873
H  -1.1984  6.3643  2.1707
H  -1.2375  4.2525  3.4892
H  0.3979  4.8594  3.1981
H  -0.8904  0.8941  5.5640
H  -2.3178  0.1045  4.8998
H  -2.2298  2.9045  6.1234
H  -2.9374  1.4720  6.8597
H  -4.6706  2.9427  5.7685
H  -4.6376  1.3293  5.0837
H  -3.3535  3.8297  3.8814
H  -4.7412  2.9601  3.2389
H  -2.6496  2.3218  2.0134
H  -3.3475  0.9486  2.8561

Its spin multiplicity is 4. For the HOMO energy (spin up / spin down), the calculation gives -13.10 / -13.10 eV. The calculation puts the orbital gap (spin up / spin down) at 9.01 / 3.99 eV. As for the energy: -2369.7434 a.u. The net charge is +2.



The following is a DFT calculation (wB97M-V/def2-TZVPD) of a structure of composition C16H20N2O3.

Cartesian coordinates (Å):
O  -1.5139  -2.5966  0.5988
C  -1.6876  -1.5587  -0.0418
N  -0.8381  -0.7899  -0.8850
H  -1.2389  -0.0285  -1.2663
C  0.3803  -1.4924  -1.2565
C  1.3273  -0.4641  -0.4166
H  1.1417  -0.4767  0.7782
H  1.2134  0.6522  -0.9827
C  2.7517  -0.8328  -0.8459
N  3.8238  -0.2023  0.0488
C  4.9958  -0.6624  0.1351
C  5.8879  -0.0313  0.9725
H  6.9945  -0.7890  0.9861
O  6.2316  1.2890  0.7005
C  4.9770  1.8752  0.4510
C  3.9506  1.1743  -0.2625
H  3.1143  1.5919  -0.3415
H  4.4145  1.1721  -1.3254
H  5.3307  3.0068  0.1723
H  4.4890  1.9894  1.6908
H  5.5056  -0.1426  1.9923
H  4.7630  -1.7790  0.6414
H  5.5248  -0.8080  -0.8229
H  2.8022  -1.8670  -0.3141
H  3.0212  -0.5951  -2.0724
H  0.6082  -1.3536  -2.1946
H  0.4494  -2.5003  -0.6752
C  -3.1218  -0.7405  0.0826
C  -4.3113  -1.3503  0.9578
C  -5.2165  -0.3778  0.7182
C  -6.5484  -0.0602  1.0479
C  -7.2885  0.9109  0.5436
C  -6.6502  1.9128  -0.1716
C  -5.4099  1.6041  -0.6751
C  -4.7175  0.5511  -0.2188
O  -3.3738  0.4744  -0.5036
H  -4.9111  2.4575  -1.4907
H  -7.2642  2.7465  -0.2384
H  -8.2903  1.1340  1.0202
H  -7.1206  -0.7657  1.8587
H  -4.1961  -2.2773  1.6049

For the HOMO energy, the calculation gives -7.90 eV. The calculation puts the orbital gap at 7.86 eV. As for the energy: -956.5008 a.u. The net charge is 0.